Formula: C42H65BN6O2PTi
Source: OMol25
Level of theory: wB97M-V/def2-TZVPD

Values from the calculation:
Charge ... +1
Maximum force ... 3.0 eV Å⁻¹
Kohn-Sham gap (spin up / spin down) ... 0.19453 / 0.27370 Eh
LUMO level (spin up / spin down) ... -2.46 / -2.47 eV
Energy above the lowest of the compared OMol25 structures with the same formula, charge and spin ... 142.8 kJ/mol
2S+1 ... 3

Last column: Löwdin spin population.
CARTESIAN COORDINATES (ANGSTROEM)
Ti1 -1.170 1.241 -0.237  1.377
C1 -1.930 3.933 -1.609  0.011
C2 -2.749 4.177 -0.330  0.011
C3 -1.916 3.994 0.908  0.055
C4 -1.813 5.024 1.825  -0.005
C5 -1.108 4.851 3.010  0.067
C6 -0.491 3.617 3.201  -0.003
C7 -0.611 2.646 2.236  0.062
N1 -1.323 2.780 1.086  0.025
N2 -1.954 2.509 -1.939  0.013
C8 -3.277 2.152 -2.472  0.008
C9 -3.644 0.743 -2.111  0.021
C10 -4.371 -0.043 -2.985  0.001
C11 -4.690 -1.343 -2.620  0.027
C12 -4.276 -1.782 -1.370  0.000
C13 -3.582 -0.916 -0.553  0.019
N3 -3.241 0.333 -0.897  0.013
C14 -0.940 2.120 -2.928  0.010
C15 -0.900 0.614 -2.974  0.044
C16 -0.936 -0.100 -4.154  -0.004
C17 -0.992 -1.492 -4.122  0.063
C18 -0.981 -2.111 -2.876  -0.003
C19 -0.902 -1.334 -1.744  0.058
N4 -0.875 0.014 -1.757  0.015
H1 -2.339 4.524 -2.445  0.001
H2 -0.894 4.255 -1.445  0.001
H3 -3.174 5.183 -0.340  0.000
H4 -3.578 3.459 -0.295  0.003
H5 -2.314 5.959 1.628  -0.002
H6 -1.044 5.634 3.746  0.005
H7 0.069 3.407 4.101  -0.002
H8 -0.096 1.706 2.362  0.004
H9 -4.042 2.821 -2.063  0.001
H10 -3.296 2.273 -3.564  0.000
H11 -4.691 0.362 -3.932  -0.001
H12 -5.240 -1.983 -3.288  0.002
H13 -4.507 -2.780 -1.035  -0.001
H14 -3.314 -1.212 0.449  0.002
H15 -1.167 2.540 -3.921  0.000
H16 0.041 2.493 -2.608  0.002
H17 -0.926 0.426 -5.097  -0.002
H18 -1.030 -2.065 -5.032  0.004
H19 -1.012 -3.186 -2.790  -0.001
H20 -0.821 -1.795 -0.767  0.004
N5 -3.982 1.336 1.760  0.010
C20 -3.844 0.877 3.132  0.001
C21 -3.139 -0.477 3.200  0.000
C22 -1.619 -0.402 3.029  0.002
N6 -1.169 -0.313 1.622  0.009
H21 -3.058 1.442 1.331  0.007
H22 -4.460 2.232 1.748  0.000
H23 -4.852 0.771 3.546  0.001
H24 -3.296 1.591 3.773  0.000
H25 -3.584 -1.149 2.465  0.000
H26 -3.334 -0.903 4.184  0.000
H27 -1.180 -1.293 3.498  0.000
H28 -1.258 0.470 3.578  0.001
H29 -1.458 -1.189 1.184  0.003
H30 -0.141 -0.340 1.610  0.001
C23 2.608 -2.461 3.186  0.000
C24 2.840 -2.549 1.679  0.000
C25 3.878 -3.623 1.362  0.000
C26 3.371 -1.194 1.194  0.000
P1 1.157 -2.717 0.779  0.000
C27 1.795 -3.039 -0.923  0.001
C28 1.982 -1.885 -1.687  0.000
C29 2.449 -1.961 -2.985  0.000
C30 2.710 -3.193 -3.559  0.000
C31 2.511 -4.345 -2.819  0.001
C32 2.070 -4.271 -1.508  0.000
C33 0.284 -4.338 1.330  0.000
C34 -0.706 -4.722 0.222  0.000
C35 1.159 -5.529 1.711  0.000
C36 -0.559 -3.959 2.557  0.000
H31 3.550 -2.256 3.691  0.000
H32 2.216 -3.389 3.590  0.000
H33 1.919 -1.653 3.429  0.000
H34 4.859 -3.274 1.681  0.000
H35 3.932 -3.824 0.294  0.000
H36 3.675 -4.553 1.883  0.000
H37 4.254 -0.910 1.767  0.000
H38 2.623 -0.405 1.300  0.000
H39 3.659 -1.257 0.147  0.000
H40 1.754 -0.916 -1.253  0.000
H41 2.601 -1.054 -3.549  0.000
H42 3.062 -3.250 -4.577  0.000
H43 2.701 -5.310 -3.263  0.000
H44 1.956 -5.191 -0.957  0.000
H45 -0.214 -5.002 -0.704  0.000
H46 -1.386 -3.898 0.002  0.000
H47 -1.305 -5.569 0.552  0.000
H48 1.916 -5.756 0.969  0.000
H49 0.531 -6.410 1.834  0.000
H50 1.658 -5.354 2.661  0.000
H51 -1.346 -3.255 2.290  0.000
H52 0.050 -3.519 3.342  0.000
H53 -1.037 -4.847 2.965  0.000
C37 3.967 1.750 -1.394  0.000
C38 2.839 2.735 -1.066  -0.001
C39 2.983 3.974 -1.949  0.000
O1 1.585 2.111 -1.386  0.009
B1 0.930 1.691 -0.240  0.036
O2 1.685 2.065 0.861  0.010
C40 2.695 3.005 0.469  0.000
C41 2.124 4.400 0.761  0.000
C42 3.956 2.800 1.302  0.000
H54 3.878 1.442 -2.433  0.000
H55 3.898 0.865 -0.768  0.000
H56 4.939 2.215 -1.252  0.000
H57 3.066 3.655 -2.985  0.000
H58 3.874 4.535 -1.688  0.000
H59 2.115 4.622 -1.865  0.000
H60 1.176 4.531 0.241  0.000
H61 2.811 5.185 0.466  0.000
H62 1.934 4.485 1.828  0.000
H63 4.304 1.773 1.259  0.000
H64 3.734 3.039 2.339  0.000
H65 4.747 3.462 0.958  0.000